No. 1
C3H8FN | ωB97M-V with the def2-TZVPD basis set

2S+1   1
Gap between HOMO and LUMO   8.27 eV
Energy above the lowest of the compared OMol25 structures with the same formula, charge and spin   75.1 kcal/mol

Geometry as XYZ:
```
13
C3H8FN, DFT ωB97M-V with the def2-TZVPD basis set
C -1.31934 -0.31103 0.84316
C -1.06955 0.51950 -0.38545
C 1.23789 0.15603 -0.86176
N 1.89753 -0.50671 0.15582
F 1.54146 1.46841 -1.10971
H -1.53609 -1.35147 0.62834
H -0.56296 -0.08613 1.55646
H -2.25435 0.00237 1.18256
H -1.52636 0.02028 -1.30261
H -0.97333 1.58612 -0.28550
H 1.16986 -0.28362 -1.91078
H 1.33753 -1.30984 0.41555
H 2.05772 0.09609 1.07391
```



No. 2
C3H8FN2 | ωB97M-V with the def2-TZVPD basis set

Total charge   +1
2S+1   1
Gap between HOMO and LUMO (alpha / beta)   9.46 / 7.90 eV
Energy above the lowest of the compared OMol25 structures with the same formula, charge and spin   98.1 kcal/mol

Geometry as XYZ:
```
14
C3H8FN2, DFT ωB97M-V with the def2-TZVPD basis set
C 1.47740 -0.49752 -0.03996
C -2.06257 0.48416 -0.43692
C -0.91678 -0.31446 0.05551
N 2.68017 0.03034 -0.04717
N 0.36397 0.20492 0.08288
F -0.93188 -1.61886 -0.20306
H 1.37966 -1.56910 -0.16478
H -1.97080 0.66465 -1.51401
H -2.98304 -0.07253 -0.27377
H -2.13468 1.44123 0.07167
H -1.64589 -0.43397 2.35862
H 3.49528 -0.55467 -0.17262
H 2.83899 1.02308 0.06762
H 0.41017 1.21273 0.21597
```



No. 3
C3H8FN4 | ωB97M-V with the def2-TZVPD basis set

Total charge   +1
2S+1   3
Gap between HOMO and LUMO (alpha / beta)   8.11 / 7.17 eV

Geometry as XYZ:
```
16
C3H8FN4, DFT ωB97M-V with the def2-TZVPD basis set
C -0.78480 -0.88028 0.43399
C 0.60431 -0.84131 0.45228
C -1.62821 0.23449 0.40194
N 1.22281 0.42579 0.58038
N -1.13773 1.46744 1.00457
N -1.63588 0.06134 -1.06445
N 0.62073 1.47621 0.76213
F 3.75602 -0.33772 -0.72287
H -1.18808 -1.77461 0.04629
H 1.24464 -1.67605 0.23835
H -2.71537 0.07233 0.73712
H 2.26465 0.50359 0.71250
H -1.32024 2.25947 0.45964
H -1.11215 0.63974 -1.64818
H -2.41413 -0.47904 -1.43607
H 4.22342 -1.15138 -0.95761
```



No. 4
C3H8FNO | ωB97M-V with the def2-TZVPD basis set

Structure (SMILES)   CC[C@](N)(O)F
2S+1   1
Gap between HOMO and LUMO   11.18 eV
Energy above the lowest of the compared OMol25 structures with the same formula, charge and spin   20.0 kcal/mol

Geometry as XYZ:
```
14
C3H8FNO, DFT ωB97M-V with the def2-TZVPD basis set
C -1.65931 0.48925 -0.15806
C -0.51262 -0.40580 -0.13608
C 0.84543 0.27032 -0.00890
N 2.03390 -0.66087 -0.29524
O 1.04345 0.60150 1.21753
F 0.97953 1.41041 -0.72460
H -2.49371 0.07156 -0.70574
H -1.44410 1.43708 -0.69079
H -2.18765 0.77690 0.74591
H -0.48593 -0.96936 0.79522
H -0.47915 -0.98039 -1.02945
H 1.67332 -1.47085 -0.73794
H 2.77140 -0.23662 -0.92626
H 1.97877 0.43931 1.41978
```



No. 5
C3H8I2NO | ωB97M-V with the def2-TZVPD basis set

Total charge   +1
2S+1   1
Gap between HOMO and LUMO   8.15 eV
Energy above the lowest of the compared OMol25 structures with the same formula, charge and spin   33.5 kcal/mol

Geometry as XYZ:
```
15
C3H8I2NO, DFT ωB97M-V with the def2-TZVPD basis set
C -0.26609 -0.16158 -1.58701
C 0.70644 1.04918 0.55852
C 0.27634 -0.14274 -0.21596
N 0.75729 -1.26318 0.25381
O -1.65348 0.35458 0.99360
I 2.75292 1.47937 -0.39079
I -2.07894 -0.39409 2.88885
H -1.14552 0.29850 -1.86659
H 0.41038 0.23938 -2.34593
H -0.51864 -1.19259 -1.71491
H 0.07721 2.05059 0.59618
H 1.15836 0.71358 1.47860
H 0.56488 -2.13464 -0.11797
H 1.46770 -1.29701 0.99212
H -2.50885 0.40065 0.47747
```



No. 6
C3H8IN | ωB97M-V with the def2-TZVPD basis set

Structure (SMILES)   C/C=N\C.I
2S+1   1
Gap between HOMO and LUMO   10.22 eV
Energy above the lowest of the compared OMol25 structures with the same formula, charge and spin   13.3 kcal/mol

Geometry as XYZ:
```
13
C3H8IN, DFT ωB97M-V with the def2-TZVPD basis set
C -1.32387 -1.15995 0.43960
C -0.34101 1.23882 -0.47983
C 0.08525 -0.95610 -0.03809
N 0.58731 0.15925 -0.32403
I 4.13361 1.20930 -0.24213
H -1.56058 -2.15856 0.06515
H -1.24652 -1.37272 1.55246
H -2.13089 -0.33397 0.15664
H -0.85769 1.23680 -1.40520
H -1.11830 1.10321 0.23290
H 0.19623 2.16926 -0.28913
H 2.78926 0.58166 0.32122
H 0.78718 -1.71700 0.01043
```



No. 7
C3H8IN2O | ωB97M-V with the def2-TZVPD basis set

Structure (SMILES)   CON(C)C(=[NH2+])I
Total charge   +1
2S+1   1
Gap between HOMO and LUMO   10.30 eV
Energy above the lowest of the compared OMol25 structures with the same formula, charge and spin   55.5 kcal/mol

Geometry as XYZ:
```
15
C3H8IN2O, DFT ωB97M-V with the def2-TZVPD basis set
C 1.06965 0.82153 0.19302
C -1.38899 0.41834 0.08790
C -0.16178 -2.10313 -0.23863
N -0.03201 0.17022 0.49842
N 1.10704 2.09911 -0.02810
O 0.11882 -1.20305 0.86860
I 2.92534 -0.13354 0.03859
H -2.05837 -0.30593 0.41514
H -1.78170 1.29040 0.58235
H -1.47152 0.61764 -1.00856
H 0.74517 -2.02990 -0.98658
H -1.14841 -1.73390 -0.68180
H -0.29850 -3.04983 0.28446
H 0.37518 2.62146 0.28683
H 2.00008 2.52059 -0.31162
```



No. 8
C3H8IOZn | ωB97M-V with the def2-TZVPD basis set

Total charge   +1
2S+1   1
Gap between HOMO and LUMO   3.92 eV
Energy above the lowest of the compared OMol25 structures with the same formula, charge and spin   8.7 kcal/mol

Geometry as XYZ:
```
14
C3H8IOZn, DFT ωB97M-V with the def2-TZVPD basis set
Zn -4.74943 3.04754 -1.50223
I -2.12856 3.30017 -1.18113
C 0.06732 -1.45599 -0.57808
C 0.33213 -0.18887 0.21831
C 1.38071 -0.37632 1.30405
O 0.77345 0.86376 -0.66423
H -0.64251 -1.39619 -1.40254
H -0.38260 -2.19682 0.09625
H 1.02093 -1.85695 -0.92439
H -0.60026 0.05844 0.74789
H 1.52757 0.58230 1.80447
H 2.33961 -0.66668 0.87351
H 1.07667 -1.09434 2.06375
H -0.01501 1.37995 -0.85562
```



No. 9
C3H8LuNO3S | ωB97M-V with the def2-TZVPD basis set

Total charge   +2
2S+1   1
Gap between HOMO and LUMO   4.10 eV

Geometry as XYZ:
```
17
C3H8LuNO3S, DFT ωB97M-V with the def2-TZVPD basis set
O 2.71671 -1.27265 -0.08386
S 2.40097 0.11606 0.34143
O 1.82936 0.31066 1.63884
C 1.22744 0.59540 -0.96084
N 0.10477 -0.23649 -0.65940
C -0.93165 0.33373 0.09210
C -2.25525 -0.46424 0.03805
O -3.22436 0.13591 0.82654
H 3.52085 0.85577 0.16869
H 1.70394 0.28171 -1.90065
H 1.10676 1.68750 -0.91322
H -1.05043 1.40807 -0.14572
H -0.59618 0.34315 1.16551
H -2.09269 -1.46264 0.45889
H -2.56212 -0.55140 -1.01418
H -3.48465 1.00765 0.49451
Lu 1.58653 -3.08819 0.45331
```



No. 10
C3H8N2 | ωB97M-V with the def2-TZVPD basis set

Structure (SMILES)   C=CN.C=N
2S+1   1
Gap between HOMO and LUMO   9.79 eV
Energy above the lowest of the compared OMol25 structures with the same formula, charge and spin   88.1 kcal/mol

Geometry as XYZ:
```
13
C3H8N2, DFT ωB97M-V with the def2-TZVPD basis set
C -2.01184 -0.43060 0.94272
N -2.03421 -1.48951 1.62696
H -1.51606 0.50634 1.14833
H -2.62923 -0.39823 -0.06939
H -1.23534 -1.68838 2.22850
C 1.74458 -0.48932 -1.43370
C 1.26820 0.25857 -0.42200
N 0.70313 1.63274 -0.52772
H 1.97961 0.03809 -2.38766
H 1.82774 -1.58329 -1.45884
H 1.42174 0.06762 0.69575
H -0.29761 1.53149 -0.77552
H 0.77930 2.04449 0.43258
```



No. 11
C3H8N2 | ωB97M-V with the def2-TZVPD basis set

Structure (SMILES)   [H]/N=C(/C)NC
2S+1   1
Gap between HOMO and LUMO   9.67 eV
Energy above the lowest of the compared OMol25 structures with the same formula, charge and spin   49.8 kcal/mol

Geometry as XYZ:
```
13
C3H8N2, DFT ωB97M-V with the def2-TZVPD basis set
C -1.59412 -0.16057 -0.07127
C 0.91417 -0.26323 -0.10583
C 0.82370 1.31595 -0.00098
H -1.96317 0.36230 0.86188
H -2.31975 -0.99098 -0.33463
H -1.53552 0.45378 -0.96553
H -0.39129 -1.95837 0.33451
H 0.72448 1.44792 1.18099
H 1.83181 1.67679 -0.27848
H -0.07382 1.82356 -0.62743
H 1.91099 -1.92078 0.09077
N -0.34456 -0.90570 0.01731
N 2.01709 -0.88069 -0.10132
```



No. 12
C3H8N2 | ωB97M-V with the def2-TZVPD basis set

2S+1   1
Gap between HOMO and LUMO (alpha / beta)   8.60 / 8.43 eV
Energy above the lowest of the compared OMol25 structures with the same formula, charge and spin   165.9 kcal/mol

Geometry as XYZ:
```
13
C3H8N2, DFT ωB97M-V with the def2-TZVPD basis set
C -2.33220 -0.18935 0.28572
C 2.05428 -0.90928 0.96849
C 0.27587 0.81098 -1.12917
N -1.08707 -0.21598 0.45696
N -0.12567 0.50444 0.16625
H -3.03264 -0.79375 0.87038
H -2.98823 0.48302 -0.13661
H 1.58349 -1.62621 0.30444
H 2.76282 -0.12898 0.59399
H 1.56328 -0.73515 1.89343
H 0.24515 1.86604 -1.10037
H 1.45663 0.53301 -1.17351
H -0.37571 0.40121 -1.99998
```



No. 13
C3H8N2 | ωB97M-V with the def2-TZVPD basis set

Structure (SMILES)   CCC1NN1
2S+1   1
Gap between HOMO and LUMO   10.99 eV
Energy above the lowest of the compared OMol25 structures with the same formula, charge and spin   78.8 kcal/mol

Geometry as XYZ:
```
13
C3H8N2, DFT ωB97M-V with the def2-TZVPD basis set
C -0.01246 0.29258 1.08263
C 0.47292 -0.06309 -1.23831
C -0.54847 0.32653 -0.28863
N -0.91469 -0.41055 2.04039
N 0.40514 -0.99168 1.67779
H 0.55658 1.13058 1.45789
H 1.26408 0.78043 -1.19649
H 0.12917 -0.10317 -2.20471
H 0.93645 -1.03002 -0.90899
H -1.41464 -0.26572 -0.38340
H -0.93112 1.35544 -0.47010
H -0.76685 -0.15711 2.93688
H 0.28205 -1.58270 0.90863
```



No. 14
C3H8N2 | ωB97M-V with the def2-TZVPD basis set

Structure (SMILES)   [H]/N=C(/N)CC
2S+1   1
Gap between HOMO and LUMO   10.28 eV
Energy above the lowest of the compared OMol25 structures with the same formula, charge and spin   51.5 kcal/mol

Geometry as XYZ:
```
13
C3H8N2, DFT ωB97M-V with the def2-TZVPD basis set
C 0.61009 0.44291 1.54070
C -0.32168 0.43853 0.32280
C -0.08482 -0.54117 -0.82487
H 0.89259 1.33600 1.83531
H 1.57012 0.14204 1.08500
H 0.28765 -0.12083 2.49718
H -0.06329 1.35836 -0.05874
H -1.41481 0.44625 0.48609
H -1.82228 0.15968 -1.64674
H -0.90722 -0.85588 -2.53907
H 1.47676 -1.12225 -0.06754
N -1.03203 -0.31830 -1.72367
N 0.80892 -1.36534 -0.90645
```



No. 15
C3H8N2 | ωB97M-V with the def2-TZVPD basis set

Structure (SMILES)   C=CN.C=N
2S+1   1
Gap between HOMO and LUMO   9.76 eV
Energy above the lowest of the compared OMol25 structures with the same formula, charge and spin   113.1 kcal/mol

Geometry as XYZ:
```
13
C3H8N2, DFT ωB97M-V with the def2-TZVPD basis set
C -3.20118 -2.15902 -0.26041
N -2.74463 -3.21291 -0.86617
H -4.22798 -2.09725 0.01307
H -2.50115 -1.34924 0.10805
H -3.16847 -3.99083 -0.23179
C 2.23627 2.46151 0.94793
C 2.20993 1.86647 -0.24932
N 1.71273 0.58044 -0.45828
H 2.16413 1.71481 1.74180
H 1.93580 3.54045 0.99629
H 2.28303 2.40032 -1.28907
H 0.91191 0.38439 0.04010
H 2.38964 -0.13914 -0.49219
```



No. 16
C3H8N2 | ωB97M-V with the def2-TZVPD basis set

Structure (SMILES)   C=CN.C=N
2S+1   1
Gap between HOMO and LUMO   9.49 eV
Energy above the lowest of the compared OMol25 structures with the same formula, charge and spin   91.9 kcal/mol

Geometry as XYZ:
```
13
C3H8N2, DFT ωB97M-V with the def2-TZVPD basis set
C -0.00857 -2.51809 -0.35968
N 1.08886 -2.77135 -1.10984
H 0.21664 -2.29550 0.70368
H -1.02038 -2.62189 -0.76620
H 0.81332 -2.67704 -2.15338
C -1.35658 1.74498 0.09595
C -0.03382 1.99146 0.32889
N 1.03722 1.14637 0.27979
H -1.55720 0.67904 0.30019
H -2.10104 2.44813 0.27970
H 0.30784 3.02786 0.79731
H 0.69141 0.34989 0.85211
H 1.92230 1.49616 0.75150
```



No. 17
C3H8N2 | ωB97M-V with the def2-TZVPD basis set

Structure (SMILES)   [H]/N=C/C.C=N
2S+1   1
Gap between HOMO and LUMO   9.58 eV
Energy above the lowest of the compared OMol25 structures with the same formula, charge and spin   90.9 kcal/mol

Geometry as XYZ:
```
13
C3H8N2, DFT ωB97M-V with the def2-TZVPD basis set
C 2.18185 0.52880 0.19940
C 0.84040 -0.10887 0.11093
N 0.51342 -1.27775 -0.04501
H -0.68239 -1.29475 -0.08753
H -0.23577 0.64968 0.18709
H 2.29786 1.26858 -0.59456
H 2.27454 1.05771 1.14897
H 2.97796 -0.21127 0.11855
C -2.02303 -0.55122 -0.05312
N -1.61552 0.71953 0.00514
H -1.66195 1.16273 -0.91295
H -2.38883 -0.98028 0.87764
H -2.47854 -0.96287 -0.95455
```



No. 18
C3H8N2O | ωB97M-V with the def2-TZVPD basis set

Structure (SMILES)   C=NC.NC=O
2S+1   1
Gap between HOMO and LUMO   10.42 eV
Energy above the lowest of the compared OMol25 structures with the same formula, charge and spin   45.2 kcal/mol

Geometry as XYZ:
```
14
C3H8N2O, DFT ωB97M-V with the def2-TZVPD basis set
C -3.27058 -0.18384 1.42670
C -5.18184 0.27125 0.08172
N -4.68634 -0.20721 1.11709
H -3.03898 -1.22644 1.58103
H -3.18287 0.45623 2.30414
H -2.63917 0.25262 0.64071
H -6.23864 0.20447 -0.17305
H -4.62951 0.94301 -0.59997
C 6.11850 0.09623 -1.03829
N 4.83109 -0.33573 -1.06826
O 6.59266 0.65176 -2.00569
H 6.60359 0.11244 -0.05472
H 4.43542 -0.86865 -0.31470
H 4.28668 -0.16615 -1.89670
```



Number 1: electronic energy -7444.9282 eV. Number 2: electronic energy -8928.0798 eV. Number 3: electronic energy -11904.9155 eV. Number 4: electronic energy -9495.3541 eV. Number 5: electronic energy -22970.9746 eV. Number 6: electronic energy -12829.9749 eV. Number 7: electronic energy -16359.7796 eV. Number 8: electronic energy -61797.7208 eV. Number 9: electronic energy -55304.9359 eV. Number 10: electronic energy -6218.0257 eV. Number 11: electronic energy -6219.6864 eV. Number 12: electronic energy -6214.6522 eV. Number 13: electronic energy -6218.4281 eV. Number 14: electronic energy -6219.6115 eV. Number 15: electronic energy -6216.9411 eV. Number 16: electronic energy -6217.8598 eV. Number 17: electronic energy -6217.9058 eV. Number 18: electronic energy -8267.3659 eV.